Record 1
{"formula": "C5H24N2O7", "method": "wB97M-V/def2-TZVPD", "homo_energy_ev": -9.585, "lumo_ha": 0.0044, "max_force_ha_per_bohr": 0.047, "de_lowest_kj_mol": 242.5, "orbital_gap_ev": 9.7, "smiles": "C[C@H](CC=O)NCN.O.O.O.O.O.O", "total_energy_ha": -841.0552, "elements": ["C", "C", "C", "C", "O", "N", "C", "N", "H", "H", "H", "H", "H", "H", "H", "H", "H", "H", "H", "H", "H", "H", "O", "H", "H", "O", "H", "H", "O", "H", "H", "O", "H", "H", "O", "H", "H", "O"], "xyz": [[1.825816, -1.235040, 0.180126], [0.363380, -1.028509, -0.292752], [-0.279680, -2.359026, -0.602574], [0.006484, -3.614642, 0.159431], [0.240475, -3.682714, 1.334187], [0.210791, -0.016040, -1.337550], [0.554569, 1.326423, -0.818256], [0.866706, 2.306890, -1.876427], [2.360570, -0.349389, -0.171325], [1.901517, -1.037102, 1.258687], [2.338252, -2.193445, -0.020508], [-0.196782, -0.624501, 0.595165], [-1.390471, -2.204301, -0.311541], [-0.137192, -2.572790, -1.654137], [-0.083301, -4.508481, -0.523710], [0.716769, -0.210897, -2.206944], [-0.334408, 1.611401, -0.207517], [1.476795, 1.246627, -0.223376], [0.044101, 2.666776, -2.293046], [1.498510, 3.091976, -1.507354], [-2.566927, 0.290451, 0.329351], [-1.743726, 0.130466, -1.026893], [-2.477260, 0.566419, -0.592154], [-0.367987, 2.016174, 1.772958], [0.244698, 1.985276, 3.136487], [0.476706, 2.040241, 2.221983], [3.401799, 0.854332, -1.992704], [2.317579, 1.365179, -2.938900], [3.287069, 1.219619, -2.870211], [0.050808, -2.497557, 2.400865], [0.029649, -1.821799, 3.682758], [-0.210715, -1.606597, 2.760649], [-2.821936, 2.114608, -1.877560], [-2.226115, 2.575873, -0.679822], [-2.594561, 2.962573, -1.475124], [-1.752416, -0.194906, 2.580425], [-2.888726, 0.746043, 2.833018], [-2.140833, 0.640392, 2.254288]], "forces_ev_per_angstrom": [[0.2, 1.1, 0.8], [0.8, 0.1, 2.1], [-2.1, 0.5, 0.0], [0.1, 0.3, -1.2], [0.3, -1.1, 0.2], [-0.3, 0.0, -0.7], [0.1, 0.3, -0.2], [1.6, -0.1, 1.3], [0.6, -0.6, -0.5], [-0.2, -0.6, -0.1], [-0.4, 0.6, -0.3], [0.7, -0.1, -0.8], [1.2, -0.5, -1.2], [-0.5, -0.2, -0.4], [0.1, 0.1, 0.9], [0.0, -0.1, 0.5], [0.9, 0.0, -0.2], [-0.6, 0.3, 0.3], [-0.9, 0.7, -0.3], [-1.6, -1.7, -0.8], [0.3, 0.0, 0.0], [0.7, -0.4, 0.0], [-1.1, -0.1, 0.2], [-0.3, -0.1, 0.0], [-0.2, -0.1, 0.9], [0.6, 0.2, -0.7], [0.1, -0.1, 0.2], [0.6, 0.3, 0.3], [-0.4, -0.2, -0.4], [-0.5, 1.0, -0.7], [-0.3, 0.9, -0.2], [0.4, -1.1, 1.3], [-0.3, 0.3, -0.3], [0.1, 0.2, 0.5], [0.2, 0.2, -0.5], [0.4, 0.2, -0.3], [-0.6, 0.4, 0.2], [0.3, -0.7, 0.1]], "nbo_charge": [-0.6573, -0.0646, -0.5309, 0.4889, -0.5602, -0.6778, -0.0439, -0.8772, 0.2030, 0.2430, 0.2131, 0.2208, 0.2604, 0.2268, 0.1260, 0.3772, 0.1660, 0.1751, 0.3864, 0.3923, 0.5004, 0.4935, -1.0139, 0.4785, 0.4673, -0.9442, 0.4543, 0.4885, -0.9611, 0.4974, 0.4694, -1.0011, 0.4773, 0.4718, -0.9532, 0.5083, 0.4776, -0.9780]}

***

Record 2
{"formula": "C5H24NO7", "method": "wB97M-V/def2-TZVPD", "homo_energy_ev": -5.579, "charge": -1, "lumo_ha": 0.1222, "max_force_ha_per_bohr": 0.261, "de_lowest_kj_mol": 673.5, "orbital_gap_ev": 8.9, "total_energy_ha": -786.1809, "elements": ["C", "N", "C", "C", "C", "C", "O", "H", "H", "H", "H", "H", "H", "H", "H", "H", "H", "H", "H", "H", "H", "O", "H", "H", "O", "H", "H", "O", "H", "H", "O", "H", "H", "O", "H", "H", "O"], "xyz": [[1.592189, 1.019770, 1.623092], [0.476369, 2.067380, 1.864108], [0.446079, 3.019162, 0.758733], [-0.215734, 0.240684, 3.387319], [-0.609980, 1.205911, 2.209644], [-1.388201, 0.358826, 1.159379], [-1.399518, -1.015235, 0.949606], [2.444506, 1.176102, 2.449052], [1.867187, 1.034813, 0.618868], [1.272782, -0.012508, 1.624411], [1.032934, 3.881574, 1.030451], [0.917472, 2.582078, -0.104351], [-0.550262, 3.384591, 0.539408], [-1.066700, 0.021113, 4.050570], [0.209964, -0.620655, 2.912116], [0.673220, 0.540735, 3.952378], [-1.382963, 1.943767, 2.624255], [-2.566796, 0.492214, 1.548541], [-1.192184, 0.561687, 0.019446], [1.343617, -3.268028, -2.273765], [-0.501913, -1.409744, 1.140001], [0.936189, -2.455562, -1.993833], [-2.208415, 1.372369, -2.442157], [-0.853915, 1.323006, -1.593746], [-1.616697, 1.795336, -1.862546], [-0.337499, -2.741998, 0.448644], [0.854961, -2.998795, -0.678518], [0.494683, -3.005747, 0.363698], [-1.674343, -1.719341, -1.754626], [-2.939831, -1.324783, -1.075206], [-2.551976, -1.479092, -1.852921], [1.796396, -1.490540, -2.316367], [3.472752, -0.912674, -2.906393], [2.656625, -0.862686, -2.867040], [1.410551, -0.249499, -2.062301], [0.870785, 1.241024, -2.239040], [0.834067, 0.479949, -1.660644]], "forces_ev_per_angstrom": [[1.0, 1.8, 2.6], [2.7, -3.0, -0.3], [-0.4, -0.3, 0.5], [0.1, 0.7, -0.3], [-2.3, 0.8, 2.1], [-3.5, 1.6, -2.4], [2.1, -2.9, 2.1], [-1.6, -0.5, -2.2], [1.4, 0.8, -1.6], [-0.3, -0.1, 0.6], [0.3, 0.4, 0.2], [-0.2, 0.0, -0.7], [-0.3, -0.2, -0.1], [0.4, -0.1, -0.4], [-0.6, -1.1, 0.2], [-0.5, 0.8, 0.2], [0.5, -1.1, -0.6], [2.8, 0.3, -1.6], [-0.7, 1.7, 2.6], [0.4, -0.3, -0.9], [-1.0, 0.7, -0.4], [0.3, 0.9, 0.1], [-0.4, -1.5, -0.9], [0.9, -1.7, -0.2], [-0.7, 3.2, 0.8], [-5.4, 1.0, -0.5], [-1.6, 1.5, 1.8], [6.5, -2.4, -0.6], [2.9, -0.7, 0.6], [-1.8, 0.8, 4.9], [-0.9, -0.1, -5.6], [1.6, -2.6, -0.9], [11.9, -1.3, 0.2], [-13.4, 1.0, 0.2], [-0.6, 2.5, 0.4], [0.5, -0.1, -0.5], [-0.2, -0.5, 0.5]], "nbo_charge": [-0.4467, -0.4563, -0.4108, -0.6232, -0.0636, -0.1090, -0.7743, 0.1828, 0.2218, 0.1981, 0.1786, 0.1945, 0.2059, 0.2117, 0.2019, 0.2156, 0.1837, 0.1490, 0.2240, 0.4454, 0.4800, -1.0857, 0.4807, 0.4973, -0.9881, 0.4324, 0.5053, -1.0529, 0.4930, 0.4628, -0.9544, 0.4924, 0.4409, -1.0994, 0.5077, 0.4637, -1.0048]}

***

Record 3
{"formula": "C5H24NO8S", "method": "wB97M-V/def2-TZVPD", "homo_energy_ev": -3.999, "charge": -1, "lumo_ha": 0.0996, "max_force_ha_per_bohr": 0.073, "de_lowest_kj_mol": 279.2, "orbital_gap_ev": 6.7, "total_energy_ha": -1259.7471, "elements": ["C", "C", "S", "C", "N", "C", "C", "O", "H", "H", "H", "H", "H", "H", "H", "H", "H", "H", "H", "H", "O", "H", "H", "O", "H", "H", "O", "H", "H", "O", "H", "H", "O", "H", "H", "O", "H", "H", "O"], "xyz": [[-1.532015, 1.852549, 0.165742], [-2.300960, 1.808697, 1.626370], [-0.951711, 1.877522, 3.003088], [-2.219952, 1.053245, -0.925098], [-1.702577, -0.375189, -0.913991], [-2.076030, -1.098325, -2.113158], [-1.117936, -2.298650, -2.409811], [-1.365386, -2.922719, -3.423841], [-1.708552, 2.879152, -0.147871], [-0.474279, 1.754504, 0.357905], [-2.842901, 0.751802, 1.672846], [-2.998353, 2.649655, 1.785761], [-3.310277, 1.027419, -0.860242], [-2.002454, 1.439842, -1.956163], [-2.025091, -0.790990, -0.069528], [-1.964032, -0.484537, -3.066293], [-3.075690, -1.525488, -2.057453], [-0.372787, -2.553899, -1.659385], [2.808629, -0.841311, -3.542155], [1.348553, -0.261473, -3.707434], [2.242738, -0.118039, -3.833647], [0.470613, 0.196953, -0.122948], [1.352244, 0.476735, 0.856410], [1.452628, -0.032908, 0.022966], [1.198123, 3.339396, 1.300826], [1.019301, 2.315899, 2.178722], [1.713239, 2.598940, 1.559440], [-2.672074, -1.889078, 3.077930], [-1.825287, -2.918244, 2.645414], [-2.563782, -2.358312, 2.293732], [3.443767, -0.436806, -1.352358], [3.875116, -1.862144, -1.193831], [3.718439, -1.163277, -1.843220], [3.709547, 0.744740, -0.268143], [2.847679, 1.640597, 0.583380], [3.782738, 1.371981, 0.537553], [0.686388, -1.787731, 2.876518], [1.595442, -1.543564, 1.542283], [1.462280, -2.080734, 2.363276]], "forces_ev_per_angstrom": [[-3.0, 1.5, 1.7], [1.7, -2.3, -0.4], [-1.3, -0.2, -0.8], [1.4, -1.7, -0.8], [0.2, 2.1, -1.2], [1.5, -0.5, -0.3], [-2.7, 0.6, -1.0], [1.1, 0.0, 0.8], [0.4, 0.5, 0.0], [0.1, -0.5, -0.4], [0.8, 2.3, 0.1], [0.2, -0.6, -0.4], [-0.1, 0.4, 0.4], [0.1, -0.2, 0.9], [-0.3, -0.7, 0.6], [-0.4, -0.4, 1.4], [-0.3, 0.0, -0.3], [0.6, -0.1, 0.1], [-0.6, -0.1, 0.4], [-2.4, -1.0, 0.6], [2.8, 1.2, -1.2], [1.4, -1.4, -1.2], [1.4, -0.2, 0.2], [-3.0, 1.1, 0.9], [-0.3, 1.6, -1.1], [-0.5, -1.1, 0.9], [0.4, -0.3, 0.3], [-1.0, 2.1, 2.0], [-0.7, 0.2, -1.2], [1.7, -2.3, -0.9], [-1.2, 1.9, 1.2], [-0.1, 0.2, -0.2], [1.2, -2.6, -1.1], [0.6, 1.8, 2.3], [0.4, 0.5, 0.5], [-0.1, -1.9, -2.6], [0.6, 0.4, -0.9], [-0.7, -0.3, 1.1], [0.1, -0.1, -0.3]], "nbo_charge": [-0.4530, -0.4880, -0.7225, -0.2114, -0.6660, -0.3236, 0.4390, -0.5428, 0.1996, 0.2160, 0.1682, 0.1920, 0.1746, 0.1795, 0.3798, 0.2129, 0.1950, 0.1338, 0.4993, 0.4638, -0.9701, 0.4981, 0.4886, -0.9993, 0.4710, 0.4949, -1.0051, 0.4666, 0.4630, -0.9288, 0.4712, 0.4781, -0.9427, 0.4246, 0.4975, -0.9446, 0.4781, 0.5020, -0.9894]}

***

Record 4
{"formula": "C5H24O6", "method": "wB97M-V/def2-TZVPD", "homo_energy_ev": -10.477, "lumo_ha": 0.0110, "max_force_ha_per_bohr": 0.053, "de_lowest_kj_mol": 0.0, "orbital_gap_ev": 10.8, "smiles": "CCC(C)C.O.O.O.O.O.O", "total_energy_ha": -656.3136, "elements": ["C", "C", "C", "C", "C", "H", "H", "H", "H", "H", "H", "H", "H", "H", "H", "H", "H", "H", "H", "O", "H", "H", "O", "H", "H", "O", "H", "H", "O", "H", "H", "O", "H", "H", "O"], "xyz": [[0.510035, -0.547973, 2.682775], [1.415103, -0.781073, 1.457562], [1.090468, 0.350120, 0.446082], [1.228052, -0.108710, -1.007318], [2.088310, 1.498553, 0.739372], [0.733333, 0.444452, 3.101887], [-0.542885, -0.704422, 2.461999], [0.720911, -1.259136, 3.490816], [2.406037, -0.842617, 1.875489], [1.242237, -1.778306, 1.014352], [0.034773, 0.612944, 0.580510], [0.560961, 0.407423, -1.689697], [0.827289, -1.128314, -1.020404], [2.200315, 0.018879, -1.455098], [2.331381, 1.640373, 1.779659], [1.623467, 2.336652, 0.203228], [2.946531, 1.351219, 0.092994], [-1.423963, 2.041962, 1.210299], [-1.267591, 2.874363, -0.047437], [-1.735517, 2.865774, 0.802381], [-0.808809, -1.048990, -2.229796], [-2.092684, -0.956231, -2.994895], [-1.510288, -1.609629, -2.597051], [-3.265567, -2.024628, 0.765473], [-2.196433, -2.048483, -0.364472], [-2.442656, -1.616458, 0.477394], [3.250872, -1.836101, -1.604807], [3.143979, -2.672752, -0.293919], [3.413247, -1.820647, -0.645402], [-1.229165, 1.850905, -2.797944], [-2.267991, 1.423663, -1.606120], [-1.357554, 1.746557, -1.850851], [-3.387091, 1.089031, 0.085745], [-2.890046, -0.292515, -0.361861], [-3.349075, 0.524117, -0.700953]], "forces_ev_per_angstrom": [[0.5, -0.6, 0.4], [-1.7, -0.5, 0.4], [2.0, -0.7, 0.3], [-1.4, 0.0, -0.2], [-1.6, 0.2, -2.2], [-0.4, -0.1, -0.2], [-0.2, 0.4, -0.2], [0.2, 0.0, -0.1], [0.8, 0.5, -0.5], [-0.2, 0.3, 0.2], [0.2, 0.2, 0.2], [-0.2, 0.7, 0.2], [0.7, -0.3, -0.3], [0.4, -0.4, 0.2], [0.0, 0.3, 0.2], [0.2, 0.7, 0.9], [0.6, -0.4, 0.5], [0.0, 0.4, 0.0], [-0.2, 0.0, 0.0], [0.2, -0.5, 0.1], [0.0, -0.2, -0.1], [-0.3, 0.0, -0.1], [0.2, 0.2, 0.4], [0.0, -0.1, -0.1], [-0.1, 0.0, 0.3], [0.4, -0.5, -0.3], [0.0, -0.2, 0.7], [0.0, -0.1, -0.2], [0.4, 0.0, -0.4], [-0.4, 0.0, 0.1], [0.6, 0.0, -0.4], [0.1, 0.1, 0.1], [-0.1, 0.1, -0.2], [-0.5, 0.7, -0.1], [0.0, -0.2, 0.3]], "nbo_charge": [-0.6121, -0.3877, -0.2097, -0.6050, -0.6127, 0.1999, 0.2052, 0.2029, 0.2054, 0.1842, 0.1834, 0.2107, 0.1859, 0.2071, 0.2115, 0.2078, 0.2100, 0.4626, 0.4945, -0.9569, 0.4834, 0.4770, -0.9581, 0.4887, 0.5051, -0.9443, 0.4724, 0.4727, -0.9385, 0.4732, 0.5113, -1.0232, 0.4880, 0.4938, -0.9881]}